The following is a quantum chemistry calculation of 5 unconnected molecules or ions with the total composition C31H49F6O17P at a distorted geometry, from OMol25.

Each atom is followed by the atoms it is bonded to, with distances in Å.
Atoms and positions in Å:
1 C 1.5571 -1.4886 2.1681  C2 1.603, H28 1.142, H29 1.156, H30 1.153
2 C 1.3163 -2.2577 0.7822  C1 1.603, C3 1.598, H31 1.137, H32 1.156
3 C -0.0786 -1.9480 0.0669  C2 1.598, F4 1.469, P5 1.906, H33 1.156
4 F -0.7463 -3.2073 -0.2884  C3 1.469
5 P 0.0012 -0.7474 -1.4108  C3 1.906, F6 1.737, C7 1.884, C17 1.885, C23 1.932
6 F -0.0944 0.3185 -2.7793  P5 1.737
7 C 1.1580 -1.8383 -2.4214  P5 1.884, C8 1.622, H34 1.156, H35 1.138
8 C 2.4648 -1.0695 -2.9990  C7 1.622, C9 1.602, H36 1.137, H37 1.156
9 C 3.5696 -0.7405 -1.8865  C8 1.602, C10 1.604, H38 1.149, H39 1.139
10 C 4.6866 0.3184 -2.3372  C9 1.604, C11 1.629, H40 1.137, H41 1.154
11 C 5.0499 1.2003 -1.0163  C10 1.629, C12 1.622, H42 1.145, H43 1.151
12 C 5.7230 0.2892 0.1442  C11 1.622, O13 1.472, H44 1.147, H45 1.154
13 O 5.8569 1.0785 1.3797  C12 1.472, C14 1.414
14 C 5.4528 0.3384 2.5152  O13 1.414, C15 1.619, O16 1.262
15 C 4.2288 0.8243 3.4572  C14 1.619, H46 1.148, H47 1.138, H48 1.139
16 O 6.0294 -0.7167 2.8981  C14 1.262
17 C 0.4752 0.7412 -0.3555  P5 1.885, C18 1.630, H49 1.154, H50 1.150
18 C -0.4340 2.0579 -0.6658  C17 1.630, C19 1.632, H51 1.139, H52 1.136
19 C -0.0072 3.1260 0.4924  C18 1.632, C20 1.628, H53 1.152, H54 1.145
20 C 1.3974 3.7736 -0.0151  C19 1.628, O21 1.449, H55 1.158, H56 1.159
21 O 1.2931 5.1956 -0.2726  C20 1.449, C22 1.465
22 C 2.5841 5.5885 -0.8426  O21 1.465, H57 1.142, H58 1.150, H59 1.150
23 C -1.8929 -1.0512 -1.6386  P5 1.932, O24 1.454, H60 1.147, H61 1.139
24 O -2.4938 0.1193 -2.2581  C23 1.454, C25 1.418
25 C -3.4827 -0.2607 -3.2005  O24 1.418, C26 1.605, O27 1.255
26 C -3.4656 0.5306 -4.5968  C25 1.605, H62 1.142, H63 1.145, H64 1.137
27 O -4.3293 -1.1558 -2.9605  C25 1.255
28 H 0.6138 -1.0579 2.6461  C1 1.142
29 H 2.2243 -0.5770 1.9226  C1 1.156
30 H 2.1734 -2.0978 2.9282  C1 1.153
31 H 2.2396 -2.0989 0.1371  C2 1.137
32 H 1.3033 -3.3850 1.0378  C2 1.156
33 H -0.7449 -1.4413 0.8637  C3 1.156
34 H 0.5666 -2.1539 -3.3626  C7 1.156
35 H 1.4820 -2.8068 -1.9203  C7 1.138
36 H 2.2104 -0.1618 -3.6354  C8 1.137
37 H 2.9528 -1.8304 -3.7201  C8 1.156
38 H 4.1168 -1.7230 -1.6519  C9 1.149
39 H 3.0754 -0.3865 -0.9230  C9 1.139
40 H 4.3960 0.9826 -3.2131  C10 1.137
41 H 5.6631 -0.2445 -2.5856  C10 1.154
42 H 5.8103 2.0258 -1.2435  C11 1.145
43 H 4.0717 1.6140 -0.5723  C11 1.151
44 H 5.1077 -0.6523 0.3707  C12 1.147
45 H 6.8013 -0.0074 -0.1403  C12 1.154
46 H 3.7409 -0.1156 3.8997  C15 1.148
47 H 4.5669 1.5248 4.2879  C15 1.138
48 H 3.4782 1.3462 2.7778  C15 1.139
49 H 0.2705 0.5141 0.7575  C17 1.154
50 H 1.5578 1.0903 -0.5257  C17 1.150
51 H -1.5409 1.8160 -0.5455  C18 1.139
52 H -0.1655 2.5572 -1.6498  C18 1.136
53 H -0.8097 3.9503 0.5479  C19 1.152
54 H 0.1526 2.6089 1.5012  C19 1.145
55 H 2.2436 3.5129 0.7318  C20 1.158
56 H 1.7360 3.2896 -1.0121  C20 1.159
57 H 2.4991 5.9187 -1.9321  C22 1.142
58 H 3.0141 6.4238 -0.1793  C22 1.150
59 H 3.3521 4.7330 -0.8030  C22 1.150
60 H -2.3730 -1.1867 -0.6056  C23 1.147
61 H -2.0643 -2.0161 -2.2188  C23 1.139
62 H -2.6703 1.3468 -4.5307  C26 1.142
63 H -4.4824 1.0451 -4.7078  C26 1.145
64 H -3.1905 -0.1317 -5.4793  C26 1.137
65 O -4.8465 -6.6366 2.6886  C66 1.196
66 C -3.8751 -6.5167 2.0010  O65 1.196, O67 1.361, O71 1.363
67 O -3.5743 -5.3936 1.2931  C66 1.361, C68 1.422
68 C -2.2881 -5.6028 0.7238  O67 1.422, C69 1.495, H72 1.093, H73 1.090
69 C -2.1923 -7.0946 0.6909  C68 1.495, F70 1.355, O71 1.414, H74 1.094
70 F -0.9113 -7.5045 0.8524  C69 1.355
71 O -2.9381 -7.4901 1.8248  C66 1.363, C69 1.414
72 H -1.5292 -5.1453 1.3638  C68 1.093
73 H -2.2217 -5.1589 -0.2697  C68 1.090
74 H -2.6170 -7.5534 -0.2067  C69 1.094
75 O -2.9801 -6.4048 8.0383  C76 1.195
76 C -3.7540 -7.1007 7.4511  O75 1.195, O77 1.363, O81 1.364
77 O -3.7774 -7.2449 6.0964  C76 1.363, C78 1.421
78 C -4.7425 -8.2481 5.8102  O77 1.421, C79 1.495, H82 1.094, H83 1.091
79 C -5.6207 -8.2022 7.0195  C78 1.495, F80 1.356, O81 1.413, H84 1.094
80 F -6.1320 -9.4264 7.2977  C79 1.356
81 O -4.7268 -7.8424 8.0533  C76 1.364, C79 1.413
82 H -4.2396 -9.2118 5.6906  C78 1.094
83 H -5.2855 -8.0196 4.8920  C78 1.091
84 H -6.4295 -7.4683 6.9608  C79 1.094
85 O 1.5749 6.4651 -6.8945  C86 1.194
86 C 1.7483 7.2224 -5.9880  O85 1.194, O87 1.363, O91 1.364
87 O 1.0316 8.3665 -5.7984  C86 1.363, C88 1.421
88 C 1.4483 8.9071 -4.5521  O87 1.421, C89 1.496, H92 1.094, H93 1.091
89 C 2.8100 8.3110 -4.3844  C88 1.496, F90 1.355, O91 1.413, H94 1.094
90 F 3.0955 8.1084 -3.0754  C89 1.355
91 O 2.6926 7.0541 -5.0188  C86 1.364, C89 1.413
92 H 0.7520 8.5939 -3.7690  C88 1.094
93 H 1.4716 9.9972 -4.5851  C88 1.091
94 H 3.6135 8.8859 -4.8538  C89 1.094
95 O -2.2195 2.7171 2.5660  C96 1.195
96 C -3.2164 2.8788 1.9264  O95 1.195, O97 1.363, O101 1.363
97 O -4.3167 3.5420 2.3803  C96 1.363, C98 1.421
98 C -5.2199 3.6313 1.2862  O97 1.421, C99 1.496, H102 1.094, H103 1.091
99 C -4.7881 2.4899 0.4212  C98 1.496, F100 1.354, O101 1.414, H104 1.094
100 F -4.9899 2.7679 -0.8888  C99 1.354
101 O -3.3963 2.4165 0.6570  C96 1.363, C99 1.414
102 H -5.1004 4.6010 0.7950  C98 1.094
103 H -6.2533 3.5327 1.6210  C98 1.091
104 H -5.2544 1.5329 0.6724  C99 1.094

Summary:
* SMILES string: CC[C@H](F)P(F)(CCCCCCOC(C)=O)(CCCCOC)COC(C)=O.O=C1OC[C@@H](F)O1.O=C1OC[C@@H](F)O1.O=C1OC[C@@H](F)O1.O=C1OC[C@@H](F)O1
* E: -3430.1208 a.u.
* gap between HOMO and LUMO: 10.1 eV
* total charge: 0
* E_LUMO: 0.39 eV
* highest occupied orbital energy: -0.359 hartree